C22H25NO3PtS2 as an isolated structure at a distorted geometry, computed with ωB97M-V/def2-TZVPD.

Element x y z (Å)
Pt (0.019, -0.020, -0.006)
O (-0.321, -1.225, -1.837)
C (0.470, -2.424, -1.870)
C (1.524, -2.396, -0.813)
C (2.531, -3.346, -0.816)
C (3.499, -3.311, 0.170)
C (3.425, -2.330, 1.153)
C (2.391, -1.426, 1.103)
N (1.463, -1.449, 0.129)
H (-1.224, -1.429, -2.112)
H (0.945, -2.515, -2.848)
H (-0.155, -3.307, -1.720)
H (2.552, -4.101, -1.590)
H (4.299, -4.039, 0.178)
H (4.154, -2.269, 1.947)
H (2.284, -0.663, 1.855)
O (0.532, 1.277, 1.595)
S (1.981, 1.850, 1.644)
C (2.061, 3.256, 0.445)
C (1.136, 3.055, -0.748)
C (-0.128, 3.911, -0.690)
C (-0.994, 3.726, 0.553)
S (-2.217, 2.381, 0.485)
O (-1.596, 1.219, -0.318)
C (-3.355, 3.110, -0.671)
C (-4.259, 4.037, -0.170)
C (-5.183, 4.602, -1.032)
C (-5.209, 4.222, -2.369)
C (-4.301, 3.290, -2.853)
C (-3.373, 2.713, -1.998)
C (1.989, 2.753, 3.176)
C (3.157, 3.418, 3.528)
C (3.204, 4.077, 4.745)
C (2.105, 4.047, 5.596)
C (0.956, 3.355, 5.238)
C (0.892, 2.690, 4.021)
H (3.106, 3.257, 0.135)
H (1.852, 4.176, 0.988)
H (0.874, 2.002, -0.847)
H (1.668, 3.308, -1.665)
H (-0.714, 3.724, -1.592)
H (0.169, 4.962, -0.722)
H (-1.599, 4.617, 0.732)
H (-0.412, 3.521, 1.450)
H (-4.251, 4.311, 0.879)
H (-5.893, 5.328, -0.661)
H (-5.950, 4.643, -3.034)
H (-4.315, 3.009, -3.897)
H (-2.673, 1.970, -2.354)
H (4.015, 3.418, 2.866)
H (4.102, 4.602, 5.039)
H (2.148, 4.556, 6.549)
H (0.112, 3.318, 5.913)
H (0.015, 2.124, 3.740)

Output
Charge ... +2
DFT total energy ... -2048.915122 Ha
Multiplicity ... 1
HOMO-LUMO gap ... 7.8 eV
Lowest unoccupied orbital energy ... -6.6927 eV

One molecule with the formula C4H6INS at a distorted geometry, computed with ωB97M-V/def2-TZVPD.

Element x y z (Å)
C (0.726, 0.574, -0.976)
C (-0.357, 0.505, 0.104)
C (2.158, 1.438, 0.475)
C (-0.952, -0.897, 0.451)
N (1.885, 0.976, -0.766)
S (0.283, 1.364, 1.485)
I (3.727, 0.249, 1.528)
H (0.308, 0.103, -1.991)
H (-1.076, 1.148, -0.513)
H (2.259, 2.488, 0.699)
H (0.002, -1.412, 0.738)
H (-1.611, -1.165, -0.363)
H (-1.522, -0.764, 1.314)

Output
Charge ... 0
DFT total energy ... -906.580547 Ha
Multiplicity ... 1
HOMO-LUMO gap ... 8.5 eV
Lowest unoccupied orbital energy ... -0.2140 eV
SMILES string ... C[C@@H]1C=N[C@H](I)S1

A 4-piece molecular cluster, C2H12NO3 overall at a distorted geometry, computed with ωB97M-V/def2-TZVPD.

Element x y z (Å)
C (0.128, -1.144, 1.771)
C (1.030, -1.459, -0.434)
N (0.979, -0.758, 0.643)
H (-0.610, -1.964, 1.758)
H (0.856, -1.548, 2.486)
H (-0.342, -0.192, 2.085)
H (0.490, -2.391, -0.476)
H (1.813, -1.219, -1.155)
H (1.488, 0.172, 0.537)
H (4.360, 0.326, -2.476)
H (3.255, 1.299, -2.371)
O (3.444, 0.376, -2.175)
H (1.900, 2.500, -0.012)
H (0.610, 2.083, -0.762)
O (1.250, 1.798, -0.096)
H (-6.869, 0.866, 0.998)
H (-7.232, 0.749, -0.482)
O (-6.553, 0.508, 0.160)

Output
Charge ... +1
DFT total energy ... -363.593929 Ha
Multiplicity ... 1
HOMO-LUMO gap ... 9.0 eV
Lowest unoccupied orbital energy ... -4.3848 eV